(one)
{"formula": "C31H36BrCaN2O4S2Sb", "method": "ωB97M-V/def2-TZVPD", "multiplicity": 1, "total_charge": 0, "homo_lumo_gap_ha": 0.2740, "elements": ["Ca", "C", "C", "O", "C", "C", "C", "C", "C", "C", "O", "H", "H", "H", "H", "H", "H", "H", "S", "C", "N", "C", "C", "C", "C", "H", "H", "H", "H", "H", "C", "C", "Sb", "C", "C", "C", "C", "H", "H", "H", "H", "H", "H", "H", "H", "H", "H", "H", "H", "H", "H", "H", "Br", "C", "C", "C", "C", "C", "C", "C", "O", "O", "H", "H", "H", "H", "S", "C", "N", "C", "C", "C", "C", "H", "H", "H", "H", "H"], "coordinates": [[0.51, -0.12, -0.39], [4.74, 1.10, 0.18], [3.26, 1.17, -0.10], [2.57, 0.27, 0.40], [2.72, 2.28, -0.89], [3.64, 3.11, -1.58], [3.28, 4.18, -2.34], [1.91, 4.48, -2.44], [0.98, 3.74, -1.78], [1.32, 2.62, -0.97], [0.38, 2.01, -0.33], [4.92, 0.24, 0.83], [5.09, 2.01, 0.66], [5.31, 0.97, -0.74], [4.70, 2.87, -1.51], [4.02, 4.77, -2.86], [1.58, 5.32, -3.05], [-0.08, 3.97, -1.85], [-1.44, 3.08, 2.54], [-2.57, 2.14, 1.75], [-2.68, 2.20, 0.39], [-3.62, 1.56, -0.36], [-4.54, 0.76, 0.23], [-4.44, 0.58, 1.63], [-3.48, 1.22, 2.36], [-1.95, 2.73, -0.07], [-3.55, 1.74, -1.42], [-5.30, 0.28, -0.37], [-5.13, -0.08, 2.15], [-3.41, 1.09, 3.43], [-0.77, 1.03, 5.55], [-0.46, -0.23, 4.76], [0.42, 0.02, 2.84], [2.08, 1.21, 3.44], [2.00, 2.69, 3.09], [1.41, -1.90, 2.94], [2.58, -2.00, 3.91], [-1.15, 0.79, 6.55], [-1.51, 1.66, 5.05], [0.12, 1.65, 5.69], [-1.36, -0.84, 4.63], [0.26, -0.85, 5.30], [2.94, 0.74, 2.96], [2.20, 1.06, 4.52], [1.78, 2.85, 2.04], [2.95, 3.19, 3.32], [1.22, 3.20, 3.66], [1.73, -2.18, 1.94], [0.62, -2.61, 3.21], [3.44, -1.41, 3.56], [2.93, -3.03, 4.04], [2.33, -1.63, 4.91], [4.21, -3.90, -5.87], [2.92, -4.13, -4.51], [2.42, -5.40, -4.27], [1.47, -5.58, -3.26], [1.04, -4.49, -2.51], [1.55, -3.23, -2.77], [2.50, -3.04, -3.77], [1.07, -2.06, -1.96], [1.51, -0.91, -2.25], [0.22, -2.30, -1.04], [2.76, -6.24, -4.86], [1.08, -6.57, -3.07], [0.31, -4.61, -1.73], [2.89, -2.05, -3.95], [-1.70, 0.28, -2.52], [-2.21, -1.33, -2.44], [-2.81, -1.80, -1.32], [-3.18, -3.08, -1.09], [-2.98, -4.02, -2.05], [-2.39, -3.60, -3.26], [-2.02, -2.31, -3.46], [-2.96, -1.11, -0.59], [-3.62, -3.28, -0.12], [-3.27, -5.05, -1.87], [-2.21, -4.33, -4.05], [-1.54, -1.98, -4.37]]}



(two)
{"formula": "C31H36BrCaN2O4S2Sb", "method": "ωB97M-V/def2-TZVPD", "multiplicity": 1, "total_charge": 0, "homo_lumo_gap_ha": 0.2794, "elements": ["Ca", "C", "C", "O", "C", "C", "C", "C", "C", "C", "O", "H", "H", "H", "H", "H", "H", "H", "S", "C", "N", "C", "C", "C", "C", "H", "H", "H", "H", "H", "C", "C", "Sb", "C", "C", "C", "C", "H", "H", "H", "H", "H", "H", "H", "H", "H", "H", "H", "H", "H", "H", "H", "Br", "C", "C", "C", "C", "C", "C", "C", "O", "O", "H", "H", "H", "H", "S", "C", "N", "C", "C", "C", "C", "H", "H", "H", "H", "H"], "coordinates": [[-0.14, 0.01, -0.67], [0.58, 2.54, 2.94], [-0.01, 2.24, 1.59], [0.59, 1.39, 0.90], [-1.17, 2.97, 1.11], [-1.63, 4.07, 1.87], [-2.61, 4.91, 1.42], [-3.17, 4.67, 0.15], [-2.78, 3.60, -0.61], [-1.81, 2.67, -0.14], [-1.54, 1.61, -0.83], [1.29, 1.75, 3.19], [-0.19, 2.60, 3.71], [1.10, 3.50, 2.91], [-1.18, 4.26, 2.83], [-2.95, 5.74, 2.02], [-3.92, 5.34, -0.23], [-3.21, 3.41, -1.58], [2.21, -0.68, -2.06], [3.36, -0.72, -0.77], [2.98, -0.67, 0.53], [3.81, -0.58, 1.59], [5.15, -0.56, 1.40], [5.62, -0.69, 0.07], [4.76, -0.77, -0.98], [1.99, -0.78, 0.74], [3.32, -0.53, 2.55], [5.82, -0.47, 2.24], [6.69, -0.72, -0.11], [5.11, -0.87, -1.99], [-0.82, -2.48, -5.06], [-1.96, -1.46, -5.01], [-1.80, -0.19, -3.31], [-3.84, 0.42, -3.22], [-4.36, 1.24, -4.41], [-0.97, 1.49, -4.37], [0.26, 2.16, -3.75], [-0.89, -3.12, -5.95], [-0.83, -3.14, -4.19], [0.15, -2.00, -5.08], [-2.93, -1.96, -4.96], [-1.96, -0.83, -5.90], [-3.96, 0.96, -2.28], [-4.40, -0.51, -3.14], [-3.89, 2.22, -4.47], [-5.43, 1.41, -4.32], [-4.19, 0.73, -5.36], [-1.77, 2.22, -4.47], [-0.74, 1.12, -5.37], [0.05, 2.54, -2.75], [0.59, 3.01, -4.36], [1.11, 1.48, -3.67], [-2.68, 1.69, 5.58], [-2.68, 0.69, 3.97], [-3.79, 0.71, 3.15], [-3.76, 0.00, 1.96], [-2.62, -0.70, 1.59], [-1.50, -0.70, 2.42], [-1.54, -0.02, 3.63], [-0.20, -1.32, 1.98], [0.72, -1.44, 2.80], [-0.10, -1.58, 0.73], [-4.67, 1.28, 3.43], [-4.62, 0.01, 1.31], [-2.60, -1.26, 0.66], [-0.67, -0.03, 4.27], [2.79, -4.02, -0.03], [3.37, -4.20, 1.53], [2.78, -3.55, 2.58], [3.15, -3.64, 3.88], [4.18, -4.43, 4.25], [4.85, -5.14, 3.22], [4.47, -5.03, 1.93], [1.97, -2.96, 2.36], [2.55, -3.05, 4.56], [4.47, -4.50, 5.29], [5.69, -5.78, 3.48], [4.98, -5.57, 1.14]]}



(two) (0.382 eV below the next structure)



(one)
{"formula": "C6H12NO2", "method": "ωB97M-V/def2-TZVPD", "multiplicity": 1, "total_charge": 1, "homo_lumo_gap_ha": [0.2862, 0.2862], "elements": ["C", "C", "C", "C", "C", "C", "N", "O", "O", "H", "H", "H", "H", "H", "H", "H", "H", "H", "H", "H", "H"], "coordinates": [[1.68, 0.47, -0.21], [1.52, -2.07, -0.24], [-2.02, -0.02, -0.21], [0.01, 1.18, -1.81], [-0.42, -0.39, 1.67], [-0.60, -0.10, 0.22], [0.27, 0.53, -0.56], [2.13, -1.04, -0.38], [0.96, -0.78, 1.92], [1.97, 0.84, 0.78], [2.23, 1.06, -0.97], [0.45, -2.01, 0.07], [-2.11, -0.14, -1.30], [-2.45, 0.95, 0.04], [-2.74, -0.83, 0.27], [-0.96, 1.00, -2.27], [0.82, 0.88, -2.56], [-0.04, 2.25, -1.41], [-1.19, -1.10, 1.98], [-0.53, 0.55, 2.16], [0.99, -1.21, 2.81]]}



(two)
{"formula": "C6H12NO2", "method": "ωB97M-V/def2-TZVPD", "multiplicity": 1, "total_charge": 1, "homo_lumo_gap_ha": 0.3727, "elements": ["C", "C", "C", "C", "C", "C", "N", "O", "O", "H", "H", "H", "H", "H", "H", "H", "H", "H", "H", "H", "H"], "coordinates": [[0.10, -2.19, 1.38], [-1.00, -1.34, 0.90], [1.10, -0.43, -2.21], [-0.13, 1.61, 1.63], [-0.55, 0.92, -2.96], [0.29, 0.35, 2.23], [-0.10, -0.81, 1.58], [0.41, -0.66, -1.24], [0.71, 0.38, -3.13], [0.03, -3.01, 2.11], [0.71, -2.40, 0.50], [-1.86, -1.20, 0.27], [2.12, -0.92, -2.33], [-1.17, 1.66, 1.31], [-0.06, 2.62, 2.24], [0.52, 1.75, 0.72], [-0.51, 1.68, -3.80], [-0.50, 1.36, -1.91], [-1.37, 0.22, -3.05], [-0.09, 0.20, 3.30], [1.37, 0.23, 2.46]]}



(two) (1.413 eV below the next structure)



(one)
{"formula": "C4H9NOS2", "method": "ωB97M-V/def2-TZVPD", "multiplicity": 1, "total_charge": 0, "homo_lumo_gap_ha": 0.3520, "smiles": "C/C(=N\\O)[C@@H](S)CS", "elements": ["C", "C", "N", "O", "C", "S", "C", "S", "H", "H", "H", "H", "H", "H", "H", "H", "H"], "coordinates": [[-1.10, -1.64, -0.12], [-0.25, -0.47, 0.27], [-0.49, 0.19, 1.33], [-1.56, -0.31, 2.10], [0.80, 0.08, -0.66], [0.19, 0.42, -2.34], [1.58, 1.21, -0.07], [0.78, 2.87, -0.12], [-0.61, -2.26, -0.91], [-2.11, -1.28, -0.50], [-1.30, -2.25, 0.70], [-1.64, 0.30, 2.85], [1.56, -0.75, -0.81], [0.28, -0.88, -2.76], [1.75, 0.93, 0.95], [2.46, 1.41, -0.57], [-0.34, 2.43, 0.66]]}



(two)
{"formula": "C4H9NOS2", "method": "ωB97M-V/def2-TZVPD", "multiplicity": 1, "total_charge": 0, "homo_lumo_gap_ha": 0.3539, "smiles": "N[C@H]1[C@H](O)[C@@H](S)[C@H]1S", "elements": ["N", "C", "C", "O", "C", "S", "C", "S", "H", "H", "H", "H", "H", "H", "H", "H", "H"], "coordinates": [[0.35, -0.98, 1.67], [-0.11, -1.00, 0.29], [-1.17, 0.07, 0.00], [-2.14, -0.46, -0.89], [-0.10, 0.90, -0.79], [0.67, 2.21, 0.23], [0.77, -0.40, -0.81], [2.57, -0.38, -0.68], [1.07, -1.68, 1.76], [0.71, -0.10, 1.92], [-0.51, -2.00, 0.07], [-1.55, 0.49, 0.92], [-2.79, 0.22, -1.18], [-0.42, 1.24, -1.79], [-0.49, 2.79, 0.56], [0.54, -0.94, -1.81], [2.61, 0.02, 0.53]]}



(two) (0.799 eV below the next structure)



(one)
{"formula": "C4H10NOP", "method": "ωB97M-V/def2-TZVPD", "multiplicity": 1, "total_charge": 0, "homo_lumo_gap_ha": [0.2223, 0.3177], "elements": ["C", "C", "C", "C", "N", "O", "P", "H", "H", "H", "H", "H", "H", "H", "H", "H", "H"], "coordinates": [[-1.38, 1.16, -0.75], [-2.81, -0.59, 0.28], [3.36, -0.50, -0.16], [-2.37, 0.80, -0.09], [0.52, -0.71, -0.15], [1.46, 1.19, 1.12], [1.71, 0.43, -0.37], [-0.58, 1.58, -1.34], [-2.30, -1.37, -0.17], [-3.85, -0.72, 0.16], [-2.62, -0.66, 1.33], [3.31, -1.42, -0.83], [4.08, 0.34, -0.43], [3.66, -0.70, 0.88], [0.64, 0.59, 1.44], [-3.02, 1.59, 0.14], [0.18, -1.03, -1.07]]}



(two)
{"formula": "C4H10NOP", "method": "ωB97M-V/def2-TZVPD", "multiplicity": 1, "total_charge": 0, "homo_lumo_gap_ha": 0.3333, "elements": ["C", "C", "C", "C", "N", "O", "P", "H", "H", "H", "H", "H", "H", "H", "H", "H", "H"], "coordinates": [[-1.19, 0.33, 1.00], [-2.90, -1.23, 0.31], [2.49, -0.10, 0.18], [2.53, 1.08, -0.72], [-1.78, -0.35, 0.10], [1.19, -0.72, -0.01], [1.26, 1.48, -1.73], [-1.64, 0.31, 2.03], [-3.34, -1.40, -0.66], [-3.61, -0.60, 0.98], [-2.67, -2.12, 0.80], [2.39, 0.11, 1.34], [3.32, -0.70, -0.15], [3.22, 1.87, -0.57], [0.42, -0.26, 0.41], [-1.53, -0.24, -0.88], [1.83, 2.54, -2.42]]}



(three)
{"formula": "C4H10NOP", "method": "ωB97M-V/def2-TZVPD", "multiplicity": 1, "total_charge": 0, "homo_lumo_gap_ha": 0.3609, "smiles": "CN1CCC[P@H]1=O", "elements": ["C", "N", "C", "C", "C", "P", "O", "H", "H", "H", "H", "H", "H", "H", "H", "H", "H"], "coordinates": [[1.08, 2.21, -0.01], [0.21, 0.67, 0.39], [-1.13, 0.50, -0.17], [-1.37, -0.99, 0.08], [-0.15, -1.81, -0.23], [1.18, -0.71, 0.25], [2.44, -0.63, -0.49], [1.88, 2.07, 0.75], [1.38, 2.20, -1.10], [0.21, 2.82, 0.15], [-0.95, 0.70, -1.25], [-2.00, 1.22, 0.20], [-1.53, -1.17, 1.19], [-2.32, -1.26, -0.35], [0.05, -2.79, 0.25], [-0.18, -2.10, -1.26], [1.21, -0.94, 1.61]]}



(three) (3.732 eV below the next structure)